DFT (ωB97M-V/def2-TZVPD) results for a cluster of 7 separate species, C23H47N5O9 in total.

Last column: Mulliken charge in e.
Cartesian coordinates (Å):
O -1.596391 1.893885 16.671917  -0.64
C -2.402032 2.717951 17.158112  0.66
C -2.741573 2.941082 18.625691  -0.11
C -3.917755 3.888838 18.605183  -0.71
C -3.870371 4.484381 17.255534  -0.11
O -3.266618 3.448737 16.440138  -0.37
H -2.941970 2.021299 19.175193  0.50
H -1.868804 3.385769 19.103843  -0.13
H -4.902063 3.432215 18.708777  0.26
H -3.908165 4.700240 19.332945  0.37
H -4.927610 4.669434 17.065534  0.38
H -3.440114 5.485814 17.245710  -0.09
O 0.881077 -0.685052 19.911360  -0.64
C 1.798590 -0.312188 19.112518  0.36
C 1.474330 0.024524 17.719413  -0.08
C 2.772090 0.692043 17.237819  0.86
C 3.863626 0.369676 18.276283  -0.55
O 3.108568 -0.041745 19.451974  -0.32
H 1.148967 -0.906217 17.254701  0.37
H 0.611494 0.681941 17.826292  -0.09
H 2.873404 0.406070 16.190893  0.45
H 2.616011 1.769434 17.292208  -0.97
H 4.419937 -0.528480 18.008079  0.28
H 4.466318 1.207943 18.625810  0.27
C -1.057684 4.790523 14.026620  -1.14
N -0.774215 5.238496 15.389261  0.30
C -1.378487 6.355108 15.909096  0.72
C -0.992751 6.751458 17.345686  -0.76
O -2.419075 6.748720 15.294842  -0.74
H -1.667088 3.888799 13.966448  0.33
H -0.102616 4.552285 13.558421  0.34
H -1.643881 5.412914 13.350529  0.41
H -0.010255 4.772297 15.857369  0.26
H -0.323159 7.582091 17.122531  0.39
H -0.234049 6.121393 17.809905  0.04
H -1.767159 6.891900 18.099779  0.31
C -0.619488 0.121031 22.408098  -0.78
N -0.838670 -0.121302 23.857071  -0.14
C -0.172532 -0.958977 24.663937  0.56
C -0.222070 -0.629998 26.265047  -1.02
O 0.510666 -1.890549 24.231824  -0.60
H 0.449563 0.140180 22.196322  0.24
H -0.856193 1.155129 22.157671  0.31
H -1.112036 -0.594422 21.749589  0.29
H -1.656646 0.367407 24.192010  0.26
H 0.025599 -1.506181 26.864273  0.32
H -1.162652 -0.238341 26.652355  0.32
H 0.585119 0.022149 26.598605  0.26
C 8.467051 0.757529 22.914747  -0.97
N 7.095000 1.148839 22.872943  -0.18
C 6.426941 1.602572 21.778114  0.40
C 4.951543 1.763405 21.919760  -0.40
O 7.027340 1.814193 20.671716  -0.68
H 9.077289 0.943029 22.030837  0.33
H 8.662474 -0.280271 23.184700  0.33
H 9.117565 1.280708 23.615611  0.31
H 6.582649 0.704964 23.621648  0.29
H 4.428947 1.384709 21.041363  -0.13
H 4.709050 2.821666 22.016579  0.29
H 4.537609 1.547370 22.904690  0.41
C 1.078173 3.176359 20.630082  -1.11
N 0.671242 3.584423 19.251830  0.36
C 1.569508 3.997813 18.309780  0.33
C 3.004795 4.285592 18.773037  -1.18
O 1.076394 4.262893 17.197880  -0.63
H 0.163262 2.982587 21.189984  0.20
H 1.523309 4.048769 21.108466  0.44
H 1.865500 2.445770 20.815692  0.29
H -0.233953 3.407878 18.840063  -0.09
H 3.523892 3.375461 18.472538  0.10
H 3.310228 4.584241 19.775843  0.50
H 3.432312 5.082971 18.165158  0.33
C 1.848717 2.610908 14.264858  -0.78
N 3.239545 3.001839 14.522326  -0.07
C 3.741639 4.238434 14.682527  0.76
C 5.241060 4.293731 14.934495  -1.20
O 3.074299 5.282456 14.684275  -0.64
H 1.425234 3.007021 13.341903  0.37
H 1.193752 2.863881 15.098599  -0.01
H 1.756163 1.551194 14.027062  0.37
H 3.971807 2.322455 14.372963  0.23
H 5.585510 3.313421 15.263813  0.31
H 5.471387 5.118231 15.609215  0.31
H 5.827193 4.420891 14.024337  0.35

Forces on atoms 1 to 6 (eV/Å):
O -2.30 2.79 1.41
C 0.97 -2.74 -0.85
C 0.51 -0.05 0.66
C -0.24 0.23 1.34
C -1.17 0.38 -0.07
O 0.34 1.00 -0.82

Results
- HOMO level: -0.3178 Ha
- SMILES: O=C1CCCO1.O=C1CCCO1.CNC(C)=O.CNC(C)=O.CNC(C)=O.CNC(C)=O.CNC(C)=O
- Energy relative to the best compared isomer or geometry (same formula, charge and spin): 30.3 kJ/mol
- HOMO-LUMO gap: 8.90 eV
- Total energy: -50490.2740 eV